1) Molecular formula: C2H10N2OSi
Method: DFT, ωB97M-V/def2-TZVPD

## Properties
charge: 0

Each line ends with the natural charge from an NBO analysis.
CARTESIAN COORDINATES (ANGSTROEM)
C  -0.23  0.68  1.95  -0.46
C  0.81  1.86  0.00  0.01
N  -1.06  -0.24  -2.10  -1.30
N  0.19  0.93  0.58  -0.45
O  -2.97  -0.26  0.04  -1.22
Si  -1.62  -0.60  -0.50  1.94
H  -1.29  0.51  2.01  0.25
H  0.27  -0.35  2.30  0.23
H  0.01  1.60  2.68  0.19
H  2.86  -4.12  -0.78  0.00
H  0.81  1.93  -0.99  0.17
H  1.33  2.68  0.57  0.15
H  -0.11  -0.10  -2.19  0.38
H  -1.58  0.53  -2.54  0.40
H  -0.75  -1.60  0.04  -0.27
H  3.32  -3.44  -1.07  0.00


2) Molecular formula: C2H10N2OSi
Method: DFT, ωB97M-V/def2-TZVPD

## Properties
charge: 0

Each line ends with the natural charge from an NBO analysis.
CARTESIAN COORDINATES (ANGSTROEM)
C  1.33  2.13  1.99  -0.04
C  0.60  1.72  -2.12  -1.16
N  -2.08  -3.31  0.56  -1.06
N  0.52  -0.80  -0.50  -1.31
O  0.98  1.54  0.84  -0.87
Si  0.22  0.92  -0.41  1.57
H  1.18  1.54  2.96  0.15
H  -1.96  -2.86  1.49  0.35
H  1.53  3.18  2.01  0.15
H  -0.24  2.36  -2.56  0.24
H  1.38  2.39  -2.32  0.24
H  0.72  0.95  -2.94  0.25
H  -3.07  -3.03  0.41  0.36
H  -2.02  -4.25  0.70  0.35
H  -0.36  -1.25  -0.08  0.40
H  1.28  -1.22  -0.02  0.39


3) Molecular formula: C2H10N2OSi
Method: DFT, ωB97M-V/def2-TZVPD

## Properties
charge: 0

Each line ends with the natural charge from an NBO analysis.
CARTESIAN COORDINATES (ANGSTROEM)
C  -1.53  -1.16  -0.02  -0.45
C  -1.90  1.22  -0.03  -0.46
N  3.14  0.46  0.28  -1.27
N  -1.23  0.10  -0.60  -0.04
O  0.52  0.42  -0.06  -0.93
Si  1.80  -0.54  -0.20  1.60
H  -0.90  -1.92  -0.47  0.22
H  -1.42  -1.18  1.07  0.19
H  -2.58  -1.37  -0.26  0.22
H  -1.32  2.11  -0.24  0.24
H  -2.86  1.30  -0.56  0.23
H  -2.09  1.13  1.05  0.18
H  3.39  1.20  -0.36  0.38
H  3.11  0.84  1.21  0.39
H  2.08  -0.99  -1.55  -0.24
H  1.79  -1.64  0.77  -0.25


Of them, the most stable is 3) and the least stable is 2).


1) Molecular formula: C2H12N2O2
Method: DFT, ωB97M-V/def2-TZVPD

## Properties
<S²>: 0.754
multiplicity: 2
charge: +1

Each line ends with the natural charge from an NBO analysis.
CARTESIAN COORDINATES (ANGSTROEM)
C  -0.18  0.55  -0.80  -0.25
C  0.09  -0.94  -0.96  -0.30
N  -1.12  -1.71  -1.24  -0.23
N  0.98  1.51  -0.86  -0.83
H  -0.97  0.75  -1.59  0.20
H  -0.75  0.58  0.22  0.26
H  0.81  -0.93  -1.82  0.24
H  0.60  -1.38  0.00  0.33
H  -1.55  -1.93  -0.43  0.39
H  -0.88  -2.66  -1.63  0.42
H  1.54  1.25  -1.75  0.37
H  0.54  2.39  -1.18  0.40
H  -1.31  -1.34  2.55  0.48
H  -0.92  0.09  2.52  0.51
O  -1.27  -0.61  1.98  -0.97
H  1.47  1.58  0.86  0.49
H  1.84  1.21  2.36  0.48
O  1.11  1.57  1.77  -0.99


2) Molecular formula: C2H12N2O2
Method: DFT, ωB97M-V/def2-TZVPD

## Properties
<S²>: 0.755
multiplicity: 2
charge: +1

Each line ends with the natural charge from an NBO analysis.
CARTESIAN COORDINATES (ANGSTROEM)
C  0.85  -1.01  0.02  -0.29
C  -0.70  -1.05  0.07  -0.23
N  -1.27  -1.15  1.38  -0.80
N  1.24  -0.68  -1.34  -0.32
H  1.25  -1.99  0.28  0.26
H  1.21  -0.15  0.62  0.32
H  -0.98  -1.80  -0.68  0.21
H  -1.02  -0.13  -0.44  0.21
H  -1.96  -0.42  1.49  0.38
H  -1.83  -1.99  1.49  0.39
H  0.54  -0.57  -2.08  0.43
H  2.06  -1.27  -1.57  0.42
H  -0.52  1.86  1.24  0.46
H  0.26  1.80  2.54  0.48
O  0.27  2.14  1.66  -0.93
H  0.57  1.42  -1.46  0.44
H  0.17  2.94  -1.54  0.50
O  -0.13  2.05  -1.68  -0.94


Of them, the most stable is 2) and the least stable is 1).


1) Molecular formula: C4H7N4
Method: DFT, ωB97M-V/def2-TZVPD

## Properties
<S²>: 2.022
multiplicity: 3
charge: +1

Each line ends with the natural charge from an NBO analysis.
CARTESIAN COORDINATES (ANGSTROEM)
C  -2.55  1.53  0.32  0.04
C  -1.25  -0.89  -0.19  -0.07
C  -0.37  0.07  0.15  0.11
C  2.00  0.55  -0.11  0.39
N  -3.18  0.51  0.17  -0.24
N  -2.66  -0.66  -0.16  -0.35
N  3.19  -0.03  -0.11  -0.68
N  0.92  -0.07  0.36  -0.53
H  -2.15  2.39  0.81  0.25
H  -0.94  -1.92  -0.50  0.22
H  1.90  1.59  -0.48  0.24
H  -3.24  -1.42  -0.54  0.42
H  3.97  0.40  -0.39  0.42
H  3.15  -1.00  -0.12  0.41
H  1.21  -1.04  0.78  0.37


2) Molecular formula: C4H7N4
Method: DFT, ωB97M-V/def2-TZVPD

## Properties
<S²>: 2.057
multiplicity: 3
charge: +1

Each line ends with the natural charge from an NBO analysis.
CARTESIAN COORDINATES (ANGSTROEM)
C  1.97  -0.80  0.10  -0.06
C  1.45  0.41  0.31  0.03
C  0.24  0.08  -1.33  0.51
C  -0.17  2.17  -0.17  0.07
N  1.62  -1.53  -0.96  -0.04
N  0.70  -0.98  -1.72  -0.20
N  0.42  1.07  -0.39  -0.33
N  -2.22  -1.41  0.61  -1.07
H  2.73  -1.30  0.76  0.29
H  1.69  1.09  1.13  0.24
H  -0.92  2.46  -0.91  0.26
H  -2.63  -1.41  -0.35  0.37
H  0.07  2.57  0.78  0.23
H  -2.26  -0.49  0.94  0.34
H  -2.69  -1.94  1.23  0.37


Of them, the most stable is 1) and the least stable is 2).


1) Molecular formula: C3H5ClS
Method: DFT, ωB97M-V/def2-TZVPD

## Properties
charge: 0

Each line ends with the natural charge from an NBO analysis.
CARTESIAN COORDINATES (ANGSTROEM)
S  -0.27  -1.21  2.32  0.10
C  -0.47  -0.44  0.94  -0.09
C  -1.31  -0.53  -0.33  -0.48
C  -0.30  0.60  -0.01  -0.51
H  -2.35  -0.41  -0.14  0.23
H  -1.18  -1.20  -1.16  0.24
H  0.62  0.67  -0.56  0.26
H  -0.47  1.73  0.25  0.24
Cl  3.00  0.44  -1.28  -0.26
H  2.74  0.35  -0.03  0.27


2) Molecular formula: C3H5ClS
Method: DFT, ωB97M-V/def2-TZVPD

## Properties
charge: 0

Each line ends with the natural charge from an NBO analysis.
CARTESIAN COORDINATES (ANGSTROEM)
C  -1.36  0.25  -1.01  -0.50
C  -0.87  -0.58  0.14  -0.39
C  1.89  0.16  0.92  -0.38
S  -1.98  0.55  0.72  0.21
Cl  3.12  0.20  -0.24  0.02
H  -0.67  1.10  -1.09  0.23
H  -1.85  -0.16  -1.90  0.24
H  -0.91  -1.62  0.41  0.22
H  1.44  -0.84  1.12  0.18
H  1.19  0.93  0.94  0.17


3) Molecular formula: C3H5ClS
Method: DFT, ωB97M-V/def2-TZVPD

## Properties
charge: 0

Each line ends with the natural charge from an NBO analysis.
CARTESIAN COORDINATES (ANGSTROEM)
C  -0.71  0.54  0.62  -0.62
C  0.58  0.49  0.11  -0.01
C  1.14  1.66  -0.25  -0.41
H  -2.27  -1.77  0.64  0.16
H  -0.88  1.58  1.04  0.25
H  -0.69  0.18  1.50  0.23
H  2.05  2.00  -1.02  0.25
H  0.24  2.27  -0.03  0.20
S  -2.03  -0.27  -0.30  -0.02
Cl  1.64  -0.95  -0.01  -0.03


4) Molecular formula: C3H5ClS
Method: DFT, ωB97M-V/def2-TZVPD

## Properties
charge: 0

Each line ends with the natural charge from an NBO analysis.
CARTESIAN COORDINATES (ANGSTROEM)
C  1.71  1.57  0.09  -0.40
C  0.89  0.38  -0.15  -0.26
Cl  1.50  -1.17  -0.02  0.05
S  -0.84  0.43  -0.56  0.24
C  -1.76  -1.06  0.13  -0.73
H  2.73  1.57  0.08  0.20
H  1.32  2.51  0.00  0.20
H  -1.58  -1.79  -0.67  0.22
H  -2.87  -1.08  0.21  0.26
H  -1.10  -1.36  0.90  0.23


Of them, the most stable is 4) and the least stable is 2).